No. 1
Molecular formula: C23H13F2MoN4O2S2
Method: DFT, ωB97M-V/def2-TZVPD

Geometry as ORCA input:
```
! wB97M-V def2-TZVPD RIJCOSX def2/J DEFGRID3
* xyz 1 1
Mo -0.121 -0.095 -0.121
O -1.719 -0.991 0.024
C -2.576 -1.458 0.964
C -3.374 -2.552 0.680
C -4.243 -2.988 1.667
C -4.315 -2.350 2.906
C -3.518 -1.257 3.170
C -2.621 -0.794 2.196
C -1.838 0.382 2.441
N -0.897 0.821 1.665
N -0.402 2.077 1.996
C 0.301 2.518 1.017
O 0.475 1.721 -0.060
C 0.943 3.830 0.968
C 0.914 4.651 2.096
C 1.514 5.895 2.047
C 2.137 6.322 0.880
C 2.162 5.507 -0.243
C 1.567 4.257 -0.202
H -3.318 -3.032 -0.286
H -4.881 -3.838 1.468
H -5.003 -2.712 3.658
H -3.574 -0.750 4.125
H -2.059 0.988 3.315
H 0.428 4.310 3.000
H 1.498 6.536 2.918
H 2.607 7.296 0.848
H 2.646 5.844 -1.149
H 1.590 3.617 -1.072
S 0.817 -1.712 1.263
C 2.013 -2.564 0.353
C 2.542 -3.769 0.827
C 3.508 -4.420 0.090
C 4.037 -5.665 0.575
N 4.453 -6.663 0.961
C 3.959 -3.873 -1.132
C 3.445 -2.678 -1.592
C 2.475 -2.007 -0.840
S 1.900 -0.450 -1.328
C 4.956 -4.556 -1.910
N 5.749 -5.102 -2.534
H 2.194 -4.202 1.754
H 3.797 -2.267 -2.527
F -1.748 0.936 -1.991
C -0.602 0.236 -2.207
F -0.900 -0.958 -2.730
H 0.072 0.810 -2.838
*
```

Computed properties:
HOMO-LUMO gap	5.92	eV



No. 2
Molecular formula: C23H14BrInN4O2
Method: DFT, ωB97M-V/def2-TZVPD

Geometry as ORCA input:
```
! wB97M-V def2-TZVPD RIJCOSX def2/J DEFGRID3
* xyz 2 1
In -0.166 0.341 1.050
Br 1.777 1.527 2.708
C 1.363 3.252 1.933
C 2.094 4.292 2.416
C 1.863 5.586 1.906
C 0.924 5.773 0.937
C 0.166 4.688 0.433
C -0.799 4.904 -0.582
C -1.534 3.874 -1.090
C -1.337 2.572 -0.593
C -0.421 2.314 0.398
C 0.365 3.372 0.933
H 2.845 4.138 3.179
H 2.440 6.415 2.290
H 0.741 6.761 0.534
H -0.938 5.912 -0.951
H -2.263 4.050 -1.869
H -1.928 1.770 -1.021
O 0.635 -5.808 -3.480
N 1.099 -5.405 -2.444
O 2.038 -5.878 -1.839
C 0.444 -4.219 -1.838
C -0.883 -4.110 -2.023
C -1.609 -3.038 -1.416
C -3.000 -2.885 -1.564
C -3.634 -1.832 -0.955
C -2.875 -0.936 -0.202
N -1.564 -1.066 -0.048
C -0.924 -2.101 -0.640
C 0.508 -2.214 -0.472
N 1.139 -1.258 0.261
C 2.458 -1.298 0.393
C 3.230 -2.295 -0.194
C 2.616 -3.280 -0.924
C 1.211 -3.267 -1.072
H -1.400 -4.843 -2.629
H -3.556 -3.599 -2.159
H -4.700 -1.682 -1.049
H -3.343 -0.090 0.287
H 2.916 -0.506 0.972
H 4.303 -2.280 -0.071
H 3.199 -4.063 -1.382
N -1.186 -1.215 3.997
C -0.858 -0.699 3.029
H -1.459 -1.676 4.851
*
```

Computed properties:
energy relative to the best compared isomer or geometry (same formula, charge and spin)	0.0	kcal/mol
HOMO-LUMO gap	6.91	eV



No. 3
Molecular formula: C23H14Cl2CrN4O3S3
Method: DFT, ωB97M-V/def2-TZVPD

Geometry as ORCA input:
```
! wB97M-V def2-TZVPD RIJCOSX def2/J DEFGRID3
* xyz -1 4
Cr -1.155 0.585 0.483
O 0.357 -2.051 -3.919
C 0.600 -2.952 -2.954
C 1.275 -4.119 -3.312
C 1.558 -5.088 -2.370
C 1.176 -4.914 -1.043
C 0.517 -3.759 -0.675
C 0.216 -2.768 -1.611
C -0.440 -1.535 -1.131
O -0.681 -1.394 0.108
N -0.709 -0.589 -2.036
N -1.144 0.533 -1.410
C -1.426 1.605 -2.082
C -1.750 2.732 -1.253
C -2.216 3.960 -1.714
C -2.534 4.944 -0.802
C -2.342 4.697 0.553
C -1.854 3.469 0.945
N -1.576 2.496 0.075
H -0.115 -1.289 -3.492
H 1.574 -4.237 -4.346
H 2.089 -5.985 -2.666
H 1.391 -5.674 -0.304
H 0.219 -3.586 0.350
H -1.409 1.623 -3.164
H -2.360 4.095 -2.777
H -2.950 5.888 -1.128
H -2.597 5.435 1.299
H -1.705 3.225 1.989
Cl -0.358 0.036 5.357
C 0.769 -0.096 4.056
C 2.060 -0.571 4.300
C 2.976 -0.696 3.284
Cl 4.556 -1.344 3.634
C 2.660 -0.303 1.970
C 3.508 -0.385 0.845
C 3.066 0.094 -0.361
C 1.785 0.649 -0.464
N 0.939 0.669 0.548
C 1.359 0.202 1.749
C 0.350 0.249 2.769
O -0.833 0.609 2.422
H 2.329 -0.859 5.307
H 4.490 -0.824 0.951
H 3.685 0.038 -1.245
H 1.435 1.071 -1.398
S -5.095 2.413 0.023
C -4.236 1.587 1.195
S -3.413 0.091 0.654
S -4.041 2.023 2.792
*
```

Computed properties:
HOMO-LUMO gap (spin up / spin down)	4.89 / 4.53	eV



No. 4
Molecular formula: C23H14Cl5N4PdS
Method: DFT, ωB97M-V/def2-TZVPD

Geometry as ORCA input:
```
! wB97M-V def2-TZVPD RIJCOSX def2/J DEFGRID3
* xyz 3 5
Pd -1.571 0.101 0.877
Cl -2.960 2.230 2.013
C -3.354 0.839 2.947
C -2.690 -0.301 2.574
C -2.948 -1.478 3.287
Cl -2.128 -2.875 2.797
C -3.870 -1.509 4.376
Cl -4.143 -2.944 5.221
C -4.545 -0.341 4.725
Cl -5.662 -0.353 5.997
C -4.297 0.859 4.014
Cl -5.096 2.274 4.416
S 5.133 0.925 1.464
C 3.360 0.741 1.272
C 2.726 -0.407 1.730
C 1.353 -0.497 1.573
N 0.628 0.474 1.003
C 1.246 1.581 0.583
C 2.614 1.763 0.703
C 5.703 0.132 -0.036
C 5.828 0.910 -1.177
C 6.299 0.264 -2.322
N 6.614 -1.017 -2.315
C 6.517 -1.749 -1.219
C 6.059 -1.207 -0.018
H 3.270 -1.208 2.213
H 0.816 -1.370 1.918
H 0.629 2.353 0.142
H 3.065 2.688 0.369
H 5.598 1.968 -1.196
H 6.423 0.806 -3.252
H 6.815 -2.788 -1.285
H 6.012 -1.815 0.877
N -2.161 -1.800 -2.954
C -1.649 -1.745 -1.722
N -1.866 -0.571 -1.154
C -2.571 0.194 -2.084
C -3.054 1.499 -2.012
C -3.728 1.985 -3.114
C -3.914 1.201 -4.261
C -3.436 -0.092 -4.345
C -2.762 -0.582 -3.233
H -2.128 -2.596 -3.572
H -1.128 -2.564 -1.253
H -2.901 2.101 -1.124
H -4.126 2.990 -3.102
H -4.444 1.618 -5.106
H -3.579 -0.690 -5.235
*
```

Computed properties:
HOMO-LUMO gap (spin up / spin down)	7.03 / 3.26	eV



No. 5
Molecular formula: C23H15AlI2N6O2S
Method: DFT, ωB97M-V/def2-TZVPD

Geometry as ORCA input:
```
! wB97M-V def2-TZVPD RIJCOSX def2/J DEFGRID3
* xyz 0 1
Al 0.509 -0.325 -0.303
N -3.191 -2.091 0.317
C -1.955 -1.557 0.355
S -0.948 -2.015 -0.978
N -1.631 -0.851 1.402
N -0.371 -0.381 1.413
C 0.080 0.261 2.443
C 1.406 0.788 2.557
C 1.823 1.311 3.792
C 3.079 1.840 3.965
C 3.961 1.881 2.889
C 3.581 1.388 1.661
C 2.312 0.834 1.465
O 1.972 0.387 0.277
H -3.500 -2.492 -0.551
H -3.868 -1.818 1.009
H -0.590 0.363 3.294
H 1.130 1.286 4.621
H 3.376 2.237 4.924
H 4.943 2.311 3.011
H 4.245 1.425 0.812
I 0.718 3.772 0.127
C -0.996 3.247 -0.984
C -1.915 4.248 -1.308
C -3.047 3.941 -2.010
I -4.361 5.532 -2.528
C -3.335 2.615 -2.383
C -4.507 2.201 -3.046
C -4.678 0.883 -3.369
C -3.677 -0.030 -3.001
N -2.591 0.316 -2.369
C -2.386 1.603 -2.056
C -1.178 1.927 -1.355
O -0.323 0.982 -1.035
H -1.726 5.263 -0.991
H -5.268 2.933 -3.280
H -5.568 0.557 -3.882
H -3.779 -1.085 -3.220
N 4.461 -4.535 -3.015
C 3.882 -4.192 -2.088
C 3.151 -3.792 -0.944
C 3.100 -4.588 0.203
C 2.353 -4.141 1.277
C 1.681 -2.935 1.168
N 1.724 -2.186 0.075
C 2.449 -2.590 -0.951
H 3.630 -5.527 0.234
H 2.291 -4.708 2.192
H 1.077 -2.556 1.980
H 2.454 -1.937 -1.815
*
```

Computed properties:
energy relative to the best compared isomer or geometry (same formula, charge and spin)	0.0	kcal/mol
HOMO-LUMO gap	7.24	eV



No. 6
Molecular formula: C23H15BCl40N3O7
Method: DFT, ωB97M-V/def2-TZVPD

Geometry as ORCA input:
```
! wB97M-V def2-TZVPD RIJCOSX def2/J DEFGRID3
* xyz -1 1
N 0.417 -5.816 0.955
B 0.760 -5.004 -0.249
O 0.858 -5.725 -1.514
C 0.994 -3.395 -0.271
C -0.120 -2.504 -0.063
C -1.583 -3.070 0.221
C -2.685 -1.959 0.587
C -3.791 -2.443 1.643
N -5.050 -1.636 1.644
O -3.692 -3.430 2.419
C 0.250 -0.938 -0.160
O -0.535 -0.051 -0.581
C 1.737 -0.452 0.262
C 1.838 1.037 0.843
O 1.145 1.360 1.872
O 2.665 1.970 0.249
C 2.835 -1.344 0.083
C 4.304 -0.851 0.450
C 5.217 -1.945 1.193
C 4.506 -2.715 2.394
N 3.436 -2.188 3.235
O 4.937 -3.888 2.667
C 2.480 -2.781 -0.526
O 3.313 -3.438 -1.220
H -0.173 -5.311 1.630
H 1.243 -6.236 1.403
H 1.807 -5.746 -1.774
H -1.955 -3.590 -0.743
H -1.603 -3.867 1.038
H -2.235 -0.988 1.029
H -3.266 -1.746 -0.391
H -4.952 -0.768 2.203
H -5.843 -2.208 1.960
H 4.350 0.114 1.055
H 4.831 -0.621 -0.556
H 6.107 -1.363 1.655
H 5.707 -2.678 0.448
H 2.995 -1.363 2.800
H 2.759 -2.962 3.346
C -2.859 0.608 4.608
Cl -4.215 0.856 3.483
Cl -2.446 -1.115 4.697
Cl -1.445 1.519 4.041
Cl -3.332 1.184 6.222
C -5.844 4.268 2.306
Cl -7.010 5.189 3.282
Cl -4.368 3.991 3.252
Cl -6.558 2.706 1.847
Cl -5.442 5.188 0.839
C 0.690 -3.236 6.719
Cl -0.250 -1.729 6.741
Cl 1.305 -3.529 5.078
Cl 2.055 -3.103 7.849
Cl -0.353 -4.590 7.207
C 3.086 -3.346 -5.307
Cl 3.702 -4.434 -6.571
Cl 2.084 -2.081 -6.050
Cl 2.108 -4.273 -4.152
Cl 4.453 -2.592 -4.457
C -2.006 -1.906 -7.030
Cl -0.980 -1.041 -8.196
Cl -0.991 -2.596 -5.748
Cl -3.175 -0.774 -6.317
Cl -2.879 -3.211 -7.863
C -6.362 9.015 2.508
Cl -7.607 8.968 3.776
Cl -6.965 8.189 1.055
Cl -5.982 10.705 2.113
Cl -4.895 8.198 3.088
C -7.540 8.174 -2.824
Cl -7.348 9.858 -2.290
Cl -9.266 7.749 -2.831
Cl -6.878 7.992 -4.462
Cl -6.670 7.098 -1.710
C 7.572 0.423 -5.428
Cl 6.310 -0.807 -5.200
Cl 6.897 1.791 -6.338
Cl 8.144 0.988 -3.844
Cl 8.931 -0.280 -6.333
C 3.046 2.375 -7.757
Cl 3.290 4.031 -7.160
Cl 1.315 1.975 -7.704
Cl 3.631 2.256 -9.431
Cl 3.948 1.239 -6.733
C 3.433 1.648 5.880
Cl 2.248 0.337 6.101
Cl 2.731 2.909 4.848
Cl 3.847 2.340 7.466
Cl 4.905 1.012 5.116
*
```

Computed properties:
HOMO-LUMO gap	6.46	eV